[1]
{"formula": "C16H60N16O14", "method": "ωB97M-V with the def2-TZVPD basis set", "elements": ["C", "C", "O", "H", "H", "H", "H", "H", "H", "C", "C", "O", "H", "H", "H", "H", "H", "H", "C", "O", "N", "N", "H", "H", "H", "H", "C", "O", "N", "N", "H", "H", "H", "H", "C", "O", "N", "N", "H", "H", "H", "H", "C", "O", "N", "N", "H", "H", "H", "H", "C", "O", "N", "N", "H", "H", "H", "H", "C", "O", "N", "N", "H", "H", "H", "H", "C", "O", "N", "N", "H", "H", "H", "H", "C", "O", "N", "N", "H", "H", "H", "H", "C", "O", "H", "H", "H", "H", "C", "O", "H", "H", "H", "H", "C", "O", "H", "H", "H", "H", "C", "O", "H", "H", "H", "H"], "positions_angstrom": [[-14.1856, -2.1302, -7.9130], [-13.7619, -3.5454, -7.6268], [-12.6435, -3.8539, -8.3923], [-14.3079, -1.9612, -8.9566], [-13.4609, -1.3978, -7.5612], [-15.0990, -1.8232, -7.3302], [-14.5805, -4.3136, -7.7103], [-13.4251, -3.5232, -6.5497], [-12.5726, -4.8204, -8.2450], [-9.8621, -5.3477, -9.6455], [-9.8458, -6.8808, -9.9187], [-10.5635, -7.2199, -11.0461], [-9.6339, -5.0149, -8.6631], [-10.8993, -5.0319, -9.8375], [-9.1789, -4.9300, -10.3259], [-10.3564, -7.3122, -9.0278], [-8.8264, -7.1998, -9.9689], [-11.5130, -7.0956, -10.9312], [-5.5911, -6.7205, -10.8181], [-5.2719, -7.9209, -11.4934], [-4.8454, -6.2822, -9.7700], [-6.6369, -5.9782, -11.0608], [-3.9222, -6.8028, -9.5397], [-4.9231, -5.4004, -9.2196], [-7.2842, -6.2603, -11.7566], [-6.7623, -5.0891, -10.4972], [-10.6696, -10.2145, -13.3837], [-10.4297, -11.5524, -13.6365], [-11.3702, -9.5205, -14.1816], [-10.2886, -9.6412, -12.2589], [-11.6065, -10.0673, -15.0953], [-11.2746, -8.4693, -14.2337], [-9.6803, -10.2838, -11.7016], [-10.2200, -8.6271, -12.0773], [-10.2632, -4.0262, -12.7647], [-11.3463, -3.8832, -11.9954], [-9.6001, -5.0736, -12.8958], [-9.7619, -3.0734, -13.5192], [-9.6919, -5.8973, -12.2207], [-8.8724, -5.1479, -13.5944], [-9.7952, -2.0626, -13.2186], [-9.0235, -3.2662, -14.0898], [-7.4627, -10.4925, -11.0843], [-6.5898, -10.9308, -12.0287], [-7.4026, -9.2831, -10.6480], [-8.5539, -11.1101, -10.7646], [-6.5959, -8.7596, -10.9747], [-7.9663, -8.8542, -9.9836], [-8.6393, -12.1246, -10.9088], [-9.0587, -10.6315, -9.9833], [-6.6908, -3.7556, -8.7691], [-7.7202, -3.9110, -7.8851], [-6.9029, -3.4955, -10.0199], [-5.4158, -3.8505, -8.4944], [-7.9302, -3.3409, -10.2918], [-6.2190, -3.0088, -10.5843], [-5.2109, -3.8815, -7.4632], [-4.8011, -3.2342, -8.9896], [-13.0689, -7.5452, -9.2936], [-12.8233, -6.6024, -8.2871], [-13.1981, -7.1961, -10.5390], [-12.9235, -8.8066, -9.1213], [-13.4729, -6.1683, -10.7873], [-13.3793, -7.9123, -11.2367], [-12.9112, -9.1884, -8.1332], [-12.9760, -9.4485, -9.9573], [-10.0446, -1.2521, -9.5078], [-9.3968, -2.3501, -9.9550], [-11.2042, -1.3542, -8.9106], [-9.6201, -0.0604, -9.6576], [-11.5510, -2.2907, -8.7831], [-11.4584, -0.6995, -8.1861], [-8.6044, 0.0757, -9.6710], [-10.1488, 0.6243, -9.0391], [-14.9403, -4.3113, -11.0603], [-15.8451, -4.2948, -10.0187], [-15.4529, -4.3644, -12.2585], [-13.6197, -4.4597, -10.9018], [-16.4492, -4.3711, -12.4557], [-14.8280, -4.2471, -13.0553], [-13.3572, -4.1090, -9.9506], [-12.8401, -4.3100, -11.6003], [-7.7594, -2.3348, -5.1780], [-8.8251, -2.1997, -6.1258], [-6.7480, -2.3771, -5.5797], [-7.9444, -3.1899, -4.5682], [-7.7142, -1.4772, -4.4940], [-8.8214, -2.9660, -6.7280], [-10.7267, -5.7535, -5.9695], [-9.7259, -6.1139, -4.9868], [-10.5763, -4.7416, -6.3071], [-11.7006, -5.9072, -5.5601], [-10.6054, -6.4595, -6.7754], [-9.7178, -5.5237, -4.2253], [-7.3338, -7.1832, -7.3674], [-6.4656, -7.9723, -8.1247], [-8.1339, -7.6705, -6.8062], [-7.8201, -6.3951, -7.9815], [-6.7470, -6.7141, -6.5735], [-5.8589, -7.3451, -8.5324], [-10.1274, -9.7159, -7.6689], [-10.3115, -9.9547, -8.9700], [-10.8472, -10.2825, -7.0563], [-10.2804, -8.6691, -7.3875], [-9.1194, -10.0426, -7.2987], [-11.1655, -9.5635, -9.1760]], "orbital_gap_ev": 7.04, "de_lowest_kj_mol": 484.3, "e_homo_ev": -7.60, "e_tot_ha": -2574.9984, "lumo_energy_ha": -0.02049}

---

[2]
{"formula": "C16H62N18O15", "method": "ωB97M-V with the def2-TZVPD basis set", "elements": ["C", "C", "O", "H", "H", "H", "H", "H", "H", "C", "O", "N", "N", "H", "H", "H", "H", "C", "O", "N", "N", "H", "H", "H", "H", "C", "O", "N", "N", "H", "H", "H", "H", "C", "O", "N", "N", "H", "H", "H", "H", "C", "O", "N", "N", "H", "H", "H", "H", "C", "O", "N", "N", "H", "H", "H", "H", "C", "O", "N", "N", "H", "H", "H", "H", "C", "O", "N", "N", "H", "H", "H", "H", "C", "O", "N", "N", "H", "H", "H", "H", "C", "O", "H", "H", "H", "H", "C", "O", "H", "H", "H", "H", "C", "O", "H", "H", "H", "H", "C", "O", "H", "H", "H", "H", "C", "O", "H", "H", "H", "H"], "positions_angstrom": [[12.8190, -14.3020, 3.8920], [12.3480, -13.4310, 2.7620], [11.5190, -14.2590, 1.9620], [13.4280, -15.0680, 3.4620], [12.0640, -14.7070, 4.5040], [13.4930, -13.7960, 4.6620], [13.2720, -13.0180, 2.2510], [11.7720, -12.5760, 3.0650], [11.9340, -15.1410, 1.9090], [16.4440, -10.6260, 7.2280], [15.8970, -9.7960, 6.2780], [17.7580, -10.5990, 7.5040], [15.8090, -11.5410, 7.8380], [18.3300, -9.9820, 6.8370], [18.1750, -10.4990, 8.5020], [14.7400, -11.5670, 7.7960], [16.2510, -12.2240, 8.4500], [12.9540, -7.9180, 7.6420], [13.5940, -9.1310, 7.8100], [12.6980, -7.3360, 6.4750], [12.6200, -7.1510, 8.6380], [12.8610, -7.9090, 5.5990], [11.9300, -6.6760, 6.4780], [12.8010, -7.4860, 9.4960], [12.3710, -6.1760, 8.5580], [9.6440, -17.0470, 7.4600], [8.6930, -17.2260, 6.4630], [10.6680, -16.2910, 7.4010], [9.5920, -17.8190, 8.5010], [10.5810, -15.5560, 6.5940], [11.3050, -16.2160, 8.2160], [8.8080, -18.4460, 8.6410], [10.2210, -17.6390, 9.2720], [10.8340, -16.1340, 10.7860], [9.8890, -15.3170, 11.4430], [10.7890, -17.4310, 10.8730], [11.6840, -15.7720, 9.8550], [10.1660, -17.8100, 11.5610], [11.6980, -18.0130, 10.7150], [11.8640, -14.7930, 9.6810], [12.5080, -16.3580, 9.5480], [12.8630, -9.6850, 4.3310], [11.6260, -10.0460, 3.9730], [13.6090, -10.4930, 4.9170], [13.3860, -8.5320, 4.1350], [13.0500, -11.3250, 5.2830], [14.4980, -10.1780, 5.4600], [12.8650, -8.0030, 3.4640], [14.3690, -8.1750, 4.2160], [8.1400, -10.8920, 3.4960], [8.0740, -10.5490, 4.8140], [7.1250, -10.8210, 2.6660], [9.2070, -11.3690, 2.9390], [6.2640, -10.3990, 3.1160], [6.9100, -11.4040, 1.8290], [10.0140, -11.5450, 3.5950], [9.4150, -11.4280, 1.9470], [14.3260, -16.5080, 6.1950], [15.3660, -17.0780, 5.3930], [14.4130, -15.3760, 6.8160], [13.2960, -17.2200, 6.4650], [15.2460, -14.8700, 6.5410], [13.6650, -14.9000, 7.2790], [13.3030, -18.1410, 6.0200], [12.3600, -16.8080, 6.7000], [12.4570, -12.7550, 7.3410], [12.4750, -14.0570, 7.5940], [11.7680, -12.2960, 6.3230], [13.1430, -11.8690, 7.9770], [11.1650, -12.9780, 5.8560], [11.4490, -11.2930, 6.4220], [13.1170, -10.8860, 7.7740], [13.6610, -12.2960, 8.7980], [9.5020, -9.1390, 7.7240], [10.5840, -9.8060, 7.1080], [8.2690, -9.4770, 7.3380], [9.5640, -8.2120, 8.6430], [8.3200, -10.1680, 6.5840], [7.4680, -8.8540, 7.2780], [10.5820, -7.9550, 8.7310], [8.7750, -7.5270, 8.5680], [8.8920, -13.4450, 6.0740], [9.7260, -14.4520, 5.5680], [7.8110, -13.6840, 5.8690], [9.0970, -12.5380, 5.5330], [9.1860, -13.2670, 7.1200], [9.2110, -14.8310, 4.8460], [13.0680, -12.8270, 10.9700], [14.1270, -13.1170, 9.9990], [12.5070, -11.9770, 10.6400], [13.4390, -12.5960, 11.9900], [12.2950, -13.5870, 10.9380], [14.7540, -13.7960, 10.3470], [9.9400, -11.5390, 9.6940], [9.9440, -12.6150, 10.5710], [8.9870, -11.5840, 9.0770], [10.7260, -11.6910, 8.9880], [9.8670, -10.5070, 10.1530], [10.0130, -13.3620, 9.9790], [15.8140, -10.3410, 11.0440], [15.6200, -9.1340, 11.8210], [15.3460, -10.2940, 10.1250], [15.2520, -11.1850, 11.5080], [16.8820, -10.5980, 11.0180], [16.3030, -9.2030, 12.4120], [12.4270, -9.2130, 11.0500], [13.1520, -7.9620, 11.0180], [12.7270, -9.9390, 10.2880], [11.3650, -9.0680, 10.9190], [12.4530, -9.7060, 12.0220], [14.0460, -8.2810, 11.1360]], "orbital_gap_ev": 7.77, "de_lowest_kj_mol": 0.0, "e_homo_ev": -8.03, "e_tot_ha": -2760.9310, "lumo_energy_ha": -0.00967}

---

[3]
{"formula": "C16H64N4O14", "method": "ωB97M-V with the def2-TZVPD basis set", "elements": ["C", "C", "C", "O", "C", "N", "H", "H", "H", "H", "H", "H", "H", "H", "H", "H", "H", "C", "C", "C", "O", "C", "N", "H", "H", "H", "H", "H", "H", "H", "H", "H", "H", "H", "C", "C", "C", "O", "C", "N", "H", "H", "H", "H", "H", "H", "H", "H", "H", "H", "H", "C", "C", "C", "O", "C", "N", "H", "H", "H", "H", "H", "H", "H", "H", "H", "H", "H", "O", "H", "H", "O", "H", "H", "O", "H", "H", "O", "H", "H", "O", "H", "H", "O", "H", "H", "O", "H", "H", "O", "H", "H", "O", "H", "H", "O", "H", "H"], "positions_angstrom": [[17.8904, -1.1997, -15.4437], [18.8528, -2.3700, -15.8161], [20.2203, -2.0232, -16.3566], [20.7164, -3.1987, -17.0620], [21.9592, -2.9384, -17.7668], [18.9212, -3.3142, -14.7212], [17.5244, -0.6319, -16.2991], [18.2879, -0.4816, -14.7264], [17.0085, -1.4887, -14.8720], [18.3833, -2.9301, -16.6248], [20.8174, -1.7700, -15.4806], [20.1376, -1.1009, -16.9317], [22.7008, -2.5761, -17.0548], [21.7778, -2.1907, -18.5388], [22.2593, -3.8781, -18.2306], [19.7187, -3.8773, -14.9801], [19.2429, -2.7544, -13.9446], [23.4700, 0.7248, -12.2239], [24.3651, 1.9100, -12.0551], [23.8666, 3.3082, -12.6407], [23.7333, 3.1856, -14.0476], [23.0724, 4.2681, -14.6906], [24.6011, 2.1214, -10.6176], [23.4578, 0.4326, -13.2739], [22.4380, 0.7848, -11.8783], [23.9112, -0.1533, -11.7524], [25.2786, 1.5766, -12.5475], [24.4120, 4.2130, -12.3722], [22.8767, 3.3793, -12.1900], [23.8415, 5.0320, -14.8050], [22.2915, 4.6211, -14.0171], [22.6790, 4.1858, -15.7037], [25.2117, 1.3593, -10.3598], [23.8091, 1.9004, -10.0310], [19.8586, 0.5520, -19.2303], [19.9249, 2.0060, -18.7977], [20.9035, 2.9152, -19.6258], [22.2858, 2.5144, -19.6326], [23.0552, 2.7779, -18.4394], [18.5763, 2.5727, -18.8502], [20.8935, 0.2218, -19.1411], [19.4996, 0.4148, -20.2503], [19.2104, -0.0155, -18.5625], [20.2749, 2.0831, -17.7683], [20.7488, 3.9897, -19.5268], [20.6388, 2.8298, -20.6797], [22.5854, 2.5882, -17.4743], [23.4265, 3.8012, -18.3841], [23.9693, 2.1998, -18.5740], [18.1288, 2.2305, -19.6884], [18.6875, 3.5671, -18.9876], [24.0446, 5.0100, -21.5637], [25.5747, 4.7062, -21.7563], [26.1832, 4.4640, -20.4019], [26.0536, 5.5577, -19.4949], [26.9243, 5.3377, -18.3600], [25.5439, 3.4628, -22.5914], [23.5226, 4.1885, -21.0730], [23.6299, 5.2252, -22.5485], [23.9063, 5.8887, -20.9337], [26.0905, 5.4719, -22.3357], [27.2255, 4.1975, -20.5774], [25.7434, 3.6059, -19.8937], [26.5660, 5.8402, -17.4615], [28.0027, 5.3693, -18.5154], [26.7461, 4.2832, -18.1490], [25.1411, 2.7676, -21.9794], [24.8327, 3.7277, -23.2578], [20.4882, 1.0543, -14.4588], [19.8538, 1.6128, -14.9082], [20.2212, 1.0789, -13.5400], [16.4165, -1.0685, -19.6467], [16.9890, -1.7446, -19.2843], [15.6097, -1.5322, -19.8710], [18.7946, 0.8333, -22.7905], [19.1745, 1.7041, -22.9071], [19.5199, 0.2310, -22.9561], [20.1523, 3.3619, -23.1796], [19.8071, 4.2497, -23.0847], [21.1009, 3.4779, -23.2351], [24.1957, -0.7066, -18.5065], [23.9117, -0.4478, -17.6298], [25.0544, -1.1074, -18.3721], [15.8381, 4.5682, -20.6754], [16.7552, 4.5100, -20.4076], [15.5034, 5.3401, -20.2188], [23.3362, 0.3802, -16.1302], [23.7102, 1.2559, -16.2273], [22.6065, 0.4971, -15.5218], [18.4486, 5.4139, -19.5196], [18.2521, 5.6016, -18.6018], [18.7072, 6.2589, -19.8873], [18.4476, 2.3593, -15.9233], [17.5456, 2.0917, -15.7471], [18.5186, 2.3501, -16.8778], [24.1416, 0.9369, -20.8100], [24.2615, 0.1834, -20.2321], [23.3501, 1.3656, -20.4844]], "orbital_gap_ev": 8.72, "de_lowest_kj_mol": 188.7, "e_homo_ev": -9.01, "e_tot_ha": -1920.2501, "lumo_energy_ha": -0.01089}

---

[4]
{"formula": "C16H6BrCl4O2Pd", "method": "ωB97M-V with the def2-TZVPD basis set", "elements": ["Pd", "Br", "C", "C", "C", "C", "C", "C", "C", "C", "C", "C", "H", "H", "H", "H", "H", "H", "Cl", "C", "C", "Cl", "C", "Cl", "C", "O", "C", "O", "C", "Cl"], "positions_angstrom": [[0.4030, -0.8402, 0.0000], [2.9416, -0.7499, 0.0000], [2.9313, 1.2376, 0.0000], [4.1395, 1.8758, 0.0000], [4.1780, 3.2788, 0.0000], [3.0116, 3.9908, 0.0000], [1.7599, 3.3410, 0.0000], [0.5540, 4.0693, 0.0000], [-0.6512, 3.4215, 0.0000], [-0.7057, 2.0177, 0.0000], [0.4417, 1.2453, 0.0000], [1.6955, 1.9156, 0.0000], [5.0528, 1.3037, 0.0000], [5.1357, 3.7795, 0.0000], [3.0270, 5.0712, 0.0000], [0.6067, 5.1506, 0.0000], [-1.5719, 3.9939, 0.0000], [-1.6775, 1.5341, 0.0000], [-3.4018, -6.7637, -0.0002], [-2.9299, -5.1064, -0.0002], [-3.9134, -4.1134, -0.0002], [-5.5780, -4.5612, -0.0002], [-3.5491, -2.7807, -0.0001], [-4.7642, -1.5531, -0.0001], [-2.1972, -2.3690, 0.0000], [-1.8613, -1.1475, 0.0000], [-1.1615, -3.4119, 0.0000], [0.0595, -3.0763, 0.0000], [-1.5922, -4.7595, -0.0001], [-0.3838, -5.9945, -0.0001]], "orbital_gap_ev": 5.14, "total_charge": -1, "e_homo_ev": -3.30, "e_tot_ha": -5306.5239, "lumo_energy_ha": 0.06767}